No. 1
Entry from OMol25: a molecular structure, C7H10 in a non-equilibrium geometry (the ωB97M-V functional and the def2-TZVPD basis).

Each line ends with the natural charge from an NBO analysis.
Element x y z (Å)
C1 -1.90 0.57 -0.28  -0.61
C2 -1.08 -0.70 -0.31  -0.21
C3 0.25 -0.87 -0.99  -0.19
C4 1.12 0.39 -0.88  -0.46
C5 1.02 0.22 0.65  0.03
C6 1.98 0.42 1.61  -0.45
C7 0.13 -0.97 0.53  -0.29
H1 -2.46 0.70 -1.22  0.22
H2 -2.62 0.55 0.54  0.22
H3 -1.27 1.46 -0.15  0.21
H4 -1.69 -1.60 -0.40  0.22
H5 0.43 -1.68 -1.69  0.23
H6 0.74 1.30 -1.36  0.21
H7 2.16 0.21 -1.20  0.24
H8 1.32 1.66 1.32  0.23
H9 1.64 0.19 2.65  0.18
H10 0.22 -1.85 1.18  0.23

Results
DFT total energy   -7415.73337 eV
Relative energy (zero: lowest compared OMol25 entry of this formula, charge and spin)   5.301 eV
LUMO level   0.98 eV

***

No. 2
Entry from OMol25: 2 unconnected molecules or ions with the total composition C7H10 in a non-equilibrium geometry (the ωB97M-V functional and the def2-TZVPD basis).

Each line ends with the natural charge from an NBO analysis.
Element x y z (Å)
C1 -0.70 0.38 1.44  -0.46
C2 0.59 -0.30 1.11  -0.12
C3 0.30 -1.33 0.07  -0.47
C4 -0.35 -0.49 -1.00  -0.23
C5 0.70 0.50 -1.55  -0.44
C6 0.64 1.11 -0.14  -0.12
C7 -0.85 0.70 -0.05  -0.26
H1 -1.39 -0.27 1.97  0.19
H2 -0.59 1.33 2.00  0.21
H3 0.68 -1.46 2.06  0.18
H4 -0.44 -2.03 0.53  0.20
H5 1.24 -1.86 -0.19  0.22
H6 -0.96 -1.08 -1.67  0.21
H7 1.65 0.14 -1.97  0.21
H8 0.22 1.17 -2.29  0.22
H9 0.95 2.13 0.11  0.22
H10 -1.68 1.32 -0.40  0.23

Results
DFT total energy   -7415.38989 eV
Relative energy (zero: lowest compared OMol25 entry of this formula, charge and spin)   5.645 eV
LUMO level   0.58 eV

***

No. 3
Entry from OMol25: a single C7H10 molecule in a non-equilibrium geometry (the ωB97M-V functional and the def2-TZVPD basis).

Each line ends with the natural charge from an NBO analysis.
Element x y z (Å)
C1 -0.96 -0.35 1.30  -0.44
C2 0.49 -0.57 0.82  -0.22
C3 0.38 -1.33 -0.52  -0.49
C4 -0.09 -0.27 -1.46  -0.16
C5 0.83 0.92 -1.18  -0.47
C6 0.49 0.93 0.30  -0.23
C7 -1.05 0.70 0.20  -0.20
H1 -1.66 -1.19 1.31  0.21
H2 -0.98 0.15 2.28  0.23
H3 1.25 -0.92 1.53  0.21
H4 -0.26 -2.22 -0.46  0.22
H5 1.36 -1.64 -0.91  0.23
H6 -1.26 0.10 -1.20  0.27
H7 1.86 0.67 -1.45  0.21
H8 0.54 1.85 -1.68  0.22
H9 0.87 1.69 1.00  0.21
H10 -1.80 1.50 0.13  0.22

Results
DFT total energy   -7416.14395 eV
Relative energy (zero: lowest compared OMol25 entry of this formula, charge and spin)   4.891 eV
LUMO level   1.05 eV

***

No. 4
Entry from OMol25: 3 unconnected molecules or ions with the total composition C7H10 (the ωB97M-V functional and the def2-TZVPD basis).

Each line ends with the natural charge from an NBO analysis.
Element x y z (Å)
C1 1.44 -1.31 -0.11  -0.62
C2 0.33 -0.44 -0.15  -0.05
C3 -1.12 -0.88 0.06  -0.40
C4 -1.60 0.48 -0.44  -0.20
C5 -0.74 1.55 0.15  -0.27
C6 0.48 0.85 0.57  -0.12
C7 -0.30 0.84 -1.10  -0.16
H1 1.29 -2.36 -0.31  0.21
H2 2.42 -0.92 -0.40  0.21
H3 1.46 -0.84 1.50  0.08
H4 -1.37 -1.16 1.09  0.21
H5 -1.39 -1.68 -0.64  0.22
H6 -2.57 0.72 -0.84  0.24
H7 -0.97 2.61 0.23  0.25
H8 1.15 -0.12 1.95  -0.09
H9 1.42 1.39 0.49  0.22
H10 0.06 1.26 -2.03  0.26

Results
DFT total energy   -7414.13917 eV
Relative energy (zero: lowest compared OMol25 entry of this formula, charge and spin)   6.896 eV
LUMO level   0.93 eV

***

No. 5
Entry from OMol25: a gas-phase ion, C7H10 (charge +1) in a non-equilibrium geometry (the ωB97M-V functional and the def2-TZVPD basis).

Each line ends with the natural charge from an NBO analysis.
Element x y z (Å)
C1 -1.04 -0.14 -1.88  -0.69
C2 -0.75 -0.36 -0.44  -0.01
C3 -1.50 -1.35 0.11  -0.14
C4 0.65 1.57 -0.39  -0.06
C5 0.02 0.59 0.41  0.03
C6 0.84 -0.17 1.40  -0.26
C7 1.96 0.28 2.00  -0.20
H1 -0.21 0.00 -2.45  0.23
H2 -1.35 -1.11 -2.14  0.25
H3 -1.95 0.32 -2.32  0.28
H4 -2.21 -2.05 -0.41  0.24
H5 -1.47 -1.48 1.26  0.22
H6 1.56 2.08 -0.04  0.21
H7 0.24 1.97 -1.35  0.24
H8 0.54 -1.10 1.88  0.24
H9 2.31 -0.22 2.84  0.23
H10 2.36 1.17 1.52  0.19

Results
DFT total energy   -7408.86695 eV
Total charge   +1
Multiplicity   2
Expectation value of S²   0.788
Relative energy (zero: lowest compared OMol25 entry of this formula, charge and spin)   2.633 eV
LUMO level (alpha / beta)   -5.65 / -8.00 eV

***

No. 6
Entry from OMol25: a molecular structure, C7H10AgF2NO2 in a non-equilibrium geometry (the ωB97M-V functional and the def2-TZVPD basis).

Each line ends with the natural charge from an NBO analysis.
Element x y z (Å)
C1 -3.63 1.24 1.74  -0.60
C2 -2.84 0.55 0.63  -0.40
C3 -1.40 0.21 1.02  -0.38
C4 -0.52 -0.11 -0.20  -0.44
C5 0.79 -0.78 0.10  0.10
F1 0.77 -2.10 -0.37  -0.39
C6 1.96 -0.14 -0.15  0.49
O1 2.38 0.98 0.06  -0.66
N1 3.11 -1.08 -0.74  -0.68
C7 3.46 -0.83 -1.98  0.98
O2 4.41 -0.17 -2.44  -0.82
F2 2.60 -1.31 -2.90  -0.31
H1 -4.56 1.67 1.36  0.20
H2 -3.05 2.06 2.17  0.20
H3 -3.90 0.54 2.53  0.20
H4 -3.34 -0.37 0.33  0.19
H5 -2.82 1.19 -0.26  0.19
H6 -1.39 -0.66 1.68  0.20
H7 -0.96 1.05 1.57  0.20
H8 -0.35 0.81 -0.76  0.20
H9 -1.07 -0.82 -0.83  0.21
H10 3.92 -1.04 -0.13  0.38
Ag1 6.41 -0.89 -2.44  0.94

Results
DFT total energy   -22436.62409 eV
LUMO level   -3.13 eV

***

No. 7
Entry from OMol25: a gas-phase ion, C7H10Br2N2PS (charge +1) in a non-equilibrium geometry (the ωB97M-V functional and the def2-TZVPD basis).

Each line ends with the natural charge from an NBO analysis.
Element x y z (Å)
C1 -0.24 -1.36 2.44  -0.66
C2 0.04 -2.40 1.34  -0.29
Br1 -0.50 -4.18 1.94  0.09
C3 -0.65 -2.08 -0.01  -0.12
Br2 -2.58 -2.34 0.19  0.13
N1 -0.38 -0.64 -0.42  -0.09
C4 0.89 -0.26 -0.38  0.09
C5 1.21 1.01 -0.78  -0.16
C6 0.18 1.78 -1.20  -0.27
P1 0.54 3.50 -1.78  0.82
S1 1.28 4.61 -0.39  -0.46
C7 -1.13 1.30 -1.18  0.05
N2 -1.40 0.09 -0.79  -0.11
H1 0.71 -1.05 2.87  0.24
H2 -0.78 -1.85 3.25  0.26
H3 -0.78 -0.48 2.09  0.22
H4 1.10 -2.52 1.15  0.22
H5 -0.34 -2.74 -0.81  0.26
H6 1.65 -0.95 -0.06  0.26
H7 2.23 1.35 -0.75  0.27
H8 1.48 3.29 -2.82  0.00
H9 -0.62 3.97 -2.41  0.00
H10 -1.92 1.96 -1.51  0.25

Results
DFT total energy   -170601.89942 eV
Total charge   +1
Structure (SMILES)   C[C@@H](Br)[C@@H](Br)[n+]1ccc([PH2]=S)cn1
LUMO level   -5.52 eV

***

No. 8
Entry from OMol25: a single C7H10BrCl3 molecule in a non-equilibrium geometry (the ωB97M-V functional and the def2-TZVPD basis).

Each line ends with the natural charge from an NBO analysis.
Element x y z (Å)
C1 0.62 0.42 0.78  -0.24
C2 0.64 -0.97 0.17  0.04
C3 1.18 1.26 -0.34  -0.11
C4 -0.90 2.41 1.32  -0.60
C5 -0.26 -2.78 -1.41  -0.59
C6 -0.81 0.80 1.14  -0.41
C7 -0.21 -1.25 -1.08  -0.50
Cl1 1.64 0.43 2.21  0.03
Cl2 2.86 1.32 -0.59  0.09
Cl3 0.32 1.62 -1.76  0.09
Br1 2.34 -1.84 0.11  0.07
H1 -1.82 2.74 0.82  0.21
H2 -0.10 2.88 0.85  0.21
H3 -0.98 2.76 2.34  0.21
H4 -1.14 -2.90 -2.00  0.21
H5 -0.23 -3.21 -0.49  0.21
H6 0.68 -3.07 -1.91  0.22
H7 -1.59 0.45 0.38  0.22
H8 -1.10 0.50 2.12  0.24
H9 -1.15 -1.00 -0.74  0.21
H10 0.00 -0.56 -1.91  0.21

Results
DFT total energy   -115027.40461 eV
LUMO level (alpha / beta)   -0.35 / -0.33 eV

***

No. 9
Entry from OMol25: a single C7H10BrNO2 molecule in a non-equilibrium geometry (the ωB97M-V functional and the def2-TZVPD basis).

Each line ends with the natural charge from an NBO analysis.
Element x y z (Å)
O1 -2.37 0.87 -2.49  -0.75
C1 -1.10 0.95 -1.99  -0.06
C2 -0.76 -0.38 -1.34  -0.09
N1 0.36 -0.19 -0.60  -0.50
C3 0.14 -0.32 0.64  0.57
C4 1.14 -0.28 1.69  -0.33
C5 2.60 -0.57 1.54  -0.40
C6 2.17 0.80 1.80  -0.39
O2 -1.18 -0.54 1.04  -0.51
C7 -1.97 -0.71 -0.17  -0.07
Br1 -2.66 -2.41 -0.21  0.08
H1 -2.64 0.20 -3.11  0.48
H2 -0.51 1.30 -2.79  0.18
H3 -1.26 1.80 -1.29  0.19
H4 -0.62 -1.19 -1.94  0.20
H5 0.85 -0.54 2.76  0.24
H6 2.95 -0.74 0.44  0.25
H7 3.08 -1.12 2.42  0.23
H8 2.26 1.33 2.87  0.22
H9 2.08 1.54 0.97  0.23
H10 -2.60 0.21 -0.25  0.23

Results
DFT total energy   -83045.68557 eV
Relative energy (zero: lowest compared OMol25 entry of this formula, charge and spin)   1.616 eV
Structure (SMILES)   OC[C@H]1N=C(C2CC2)O[C@@H]1Br
LUMO level   0.77 eV

***

No. 10
Entry from OMol25: 2 unconnected molecules or ions with the total composition C7H10Cl3NO3 in a non-equilibrium geometry (the ωB97M-V functional and the def2-TZVPD basis).

Each line ends with the natural charge from an NBO analysis.
Element x y z (Å)
C1 -0.32 -1.32 1.30  -0.60
C2 -0.48 -0.12 0.28  0.07
C3 -0.19 -0.45 -1.20  -0.65
C4 0.58 0.92 0.60  -0.60
N1 -1.75 0.51 0.35  0.10
O1 -2.36 0.13 1.50  -0.40
C5 -1.99 1.58 -0.76  -0.11
C6 -3.09 2.46 -0.58  -0.10
Cl1 -3.34 3.16 1.15  0.00
Cl2 -3.12 3.69 -1.78  0.09
Cl3 -4.71 1.52 -0.87  -0.07
H1 0.82 -1.46 1.33  0.21
H2 -0.59 -0.86 2.30  0.25
H3 -0.87 -2.19 1.00  0.22
H4 0.64 -1.21 -1.20  0.23
H5 0.23 0.29 -1.88  0.22
H6 -1.10 -0.99 -1.52  0.23
H7 0.78 1.49 -0.36  0.21
H8 0.20 1.58 1.39  0.23
H9 1.57 0.34 0.74  0.22
H10 -1.57 1.32 -1.66  0.24
O2 -3.62 -1.56 -0.51  -0.52
C7 -3.80 -1.95 0.53  1.04
O3 -3.94 -2.36 1.60  -0.52

Results
DFT total energy   -52616.48935 eV
Relative energy (zero: lowest compared OMol25 entry of this formula, charge and spin)   0.000 eV
Structure (SMILES)   CC(C)(C)/[N+]([O-])=C/C(Cl)(Cl)Cl.O=C=O
LUMO level (alpha / beta)   -0.87 / -1.47 eV

***

No. 11
Entry from OMol25: a molecular structure, C7H10ClErN in a non-equilibrium geometry (the ωB97M-V functional and the def2-TZVPD basis).

Each line ends with the natural charge from an NBO analysis.
Element x y z (Å)
C1 -0.88 1.22 -0.68  -0.40
C2 0.52 1.09 -0.99  -0.42
C3 1.17 2.31 -0.59  -0.41
C4 0.17 3.19 -0.03  -0.40
C5 -1.09 2.51 -0.08  -0.39
Er1 0.37 1.28 1.42  0.62
N1 -0.32 -2.16 0.47  -0.58
C6 -0.84 -3.46 0.36  -0.26
C7 0.58 -3.16 -0.18  -0.29
H1 2.22 2.56 -0.75  0.23
H2 0.98 0.25 -1.50  0.22
H3 0.33 4.21 0.30  0.23
H4 -2.05 2.92 0.22  0.23
H5 -1.65 0.49 -0.93  0.22
H6 0.75 -3.01 -1.25  0.19
H7 -1.66 -3.61 -0.35  0.18
H8 -0.74 -1.56 -0.25  0.36
H9 1.39 -3.58 0.41  0.20
H10 -0.87 -4.00 1.30  0.19
Cl1 1.59 2.50 3.10  -0.71

Results
DFT total energy   -49051.86944 eV
Total charge   -1
Multiplicity   4
Expectation value of S²   3.947
Relative energy (zero: lowest compared OMol25 entry of this formula, charge and spin)   0.812 eV
LUMO level (alpha / beta)   3.12 / 2.95 eV

***

No. 12
Entry from OMol25: 2 unconnected molecules or ions with the total composition C7H10ClN2O in a non-equilibrium geometry (the ωB97M-V functional and the def2-TZVPD basis).

Each line ends with the natural charge from an NBO analysis.
Element x y z (Å)
C1 -0.09 -2.74 0.76  -0.23
C2 2.07 -1.60 0.98  -0.24
C3 -0.67 -1.44 0.53  0.10
C4 1.47 -0.37 0.76  0.04
C5 1.28 -2.75 0.90  0.04
C6 -1.51 0.74 -1.98  -0.47
C7 -0.52 3.16 -0.16  -0.26
N1 0.12 -0.29 0.46  -0.14
N2 -0.50 0.86 0.21  0.08
O1 0.19 2.01 0.24  -0.33
Cl1 2.03 -4.30 1.30  0.08
H1 -0.65 -3.65 0.59  0.28
H2 3.16 -1.60 1.24  0.29
H3 -1.64 -1.24 0.57  0.23
H4 1.99 0.62 0.82  0.27
H5 -1.16 1.69 -2.56  0.20
H6 -0.98 -0.23 -2.24  0.20
H7 -2.61 0.77 -1.78  0.21
H8 -1.23 2.91 -0.98  0.21
H9 0.27 3.84 -0.40  0.22
H10 -1.00 3.61 0.75  0.21

Results
DFT total energy   -24958.06608 eV
Total charge   +1
Relative energy (zero: lowest compared OMol25 entry of this formula, charge and spin)   5.145 eV
LUMO level (alpha / beta)   -4.53 / -5.68 eV

***

No. 13
Entry from OMol25: a molecular structure, C7H10F10O3RuSe2Te in a non-equilibrium geometry (the ωB97M-V functional and the def2-TZVPD basis).

Each line ends with the natural charge from an NBO analysis.
Element x y z (Å)
Ru1 0.61 0.15 -0.64  0.61
O1 -3.39 4.09 -2.77  -0.73
C1 -2.12 4.40 -2.22  -0.05
C2 -1.37 3.09 -1.90  -0.12
C3 -1.14 2.41 -3.27  -0.06
O2 -0.53 1.16 -3.11  -0.79
C4 -0.11 3.53 -1.17  -0.60
Se1 1.38 2.31 -0.95  0.40
C5 -2.27 2.30 -0.95  -0.65
Se2 -1.79 0.52 -0.40  1.23
H1 -3.83 4.90 -3.03  0.49
H2 -2.22 4.98 -1.30  0.17
H3 -1.52 4.98 -2.93  0.18
H4 -0.52 3.08 -3.88  0.18
H5 -2.11 2.31 -3.76  0.20
H6 -0.16 0.79 -3.93  0.53
H7 -0.36 3.81 -0.14  0.24
H8 0.31 4.41 -1.65  0.24
H9 -3.28 2.19 -1.37  0.28
H10 -2.36 2.83 0.00  0.24
F1 -2.53 -0.22 -1.78  -0.53
Te1 -0.45 -1.90 -2.75  2.58
F2 0.96 -3.08 -2.94  -0.62
F3 0.19 -1.20 -4.59  -0.76
F4 1.37 -0.62 -2.37  -0.66
F5 -1.41 -3.53 -2.42  -0.68
O3 -0.24 -1.61 -0.81  -1.04
F6 -0.54 -0.68 1.90  -0.33
C6 0.37 0.21 1.42  0.45
F7 0.03 1.44 1.95  -0.35
C7 1.74 -0.20 2.00  0.89
F8 1.76 -0.38 3.32  -0.30
F9 2.67 0.72 1.69  -0.32
F10 2.10 -1.35 1.41  -0.31

Results
DFT total energy   -181304.15642 eV
Relative energy (zero: lowest compared OMol25 entry of this formula, charge and spin)   0.000 eV
LUMO level (alpha / beta)   -2.90 / -3.28 eV